DFT (ωB97M-V/def2-TZVPD) results for a molecular structure, C37H63IInO18.

Geometry (Å):
C  -2.43816  -2.01614  -4.32432
C  -0.78891  -2.08501  -4.15624
C  -0.33232  -3.62353  -4.53403
C  0.79491  -4.20678  -3.47230
C  0.02297  -4.60867  -2.04431
C  1.13147  -4.90148  -0.86980
C  1.77739  -3.54677  -0.18608
C  0.65425  -2.65178  0.66582
In  1.75741  -1.82598  2.47926
I  4.54126  -1.98218  1.92361
C  1.24503  0.37564  2.60578
C  2.49271  1.33080  3.17223
C  1.84499  2.85148  3.29283
C  2.55147  3.79444  4.43272
O  3.82808  3.59258  4.76839
O  1.68924  4.88216  5.00372
C  1.04777  5.64342  3.88467
C  -0.54223  5.24502  3.66475
C  1.15936  -2.78134  4.45122
C  0.12356  -1.64487  5.35455
C  -1.42874  -1.37454  4.62542
O  -1.16687  -2.26255  5.98463
H  -2.68822  -1.03245  -4.91223
H  -3.00345  -1.96375  -3.28924
H  -2.80658  -2.92171  -5.00156
H  -0.29958  -1.28294  -4.87306
H  -0.52483  -1.76288  -3.05295
H  -1.23771  -4.39955  -4.52718
H  0.18666  -3.55722  -5.60422
H  1.69093  -3.48020  -3.27637
H  1.21292  -5.22514  -3.90126
H  -0.61858  -5.58698  -2.26090
H  -0.73555  -3.75897  -1.77412
H  2.03910  -5.56069  -1.24087
H  0.58481  -5.49051  -0.01542
H  2.53621  -3.93783  0.64691
H  2.35462  -2.87198  -0.94782
H  -0.31041  -3.26554  0.91407
H  0.31095  -1.79956  -0.09581
H  0.32382  0.51324  3.33458
H  0.95601  0.84168  1.54716
H  3.40281  1.37728  2.41151
H  2.92953  0.95965  4.19256
H  0.71990  2.68293  3.65429
H  1.73782  3.37776  2.22830
H  1.68221  5.60958  2.89591
H  1.03962  6.78710  4.22567
H  -1.28154  6.14837  3.76229
H  -0.59600  4.72359  2.59245
H  -0.75939  4.37115  4.44583
H  0.52031  -3.76026  4.35675
H  2.10039  -2.89129  5.13779
H  0.68207  -0.66896  5.91102
H  -1.79907  -2.16912  3.83527
H  -2.17584  -0.62582  5.14091
C  -1.24263  -4.21793  -10.03097
C  0.06322  -3.59063  -9.58866
C  1.24745  -4.05954  -10.37840
O  2.31454  -3.85754  -9.46632
C  1.77350  -3.98118  -8.21674
O  2.42387  -4.07119  -7.19048
O  0.40715  -3.99423  -8.27243
H  -1.17146  -5.31090  -10.04658
H  -2.04524  -3.96730  -9.32860
H  -1.52595  -3.87188  -11.02895
H  -0.02176  -2.49718  -9.59368
H  1.39920  -3.47939  -11.29312
H  1.20959  -5.12436  -10.63103
C  6.87009  2.14274  3.53055
C  7.43236  2.76288  2.26814
C  6.39080  3.04787  1.22895
O  7.14887  3.02292  0.03059
C  8.19329  2.17100  0.26055
O  8.93803  1.74519  -0.60451
O  8.28822  1.85786  1.58837
H  6.27017  1.25511  3.30227
H  7.68099  1.81084  4.18828
H  6.24484  2.85693  4.07367
H  8.01669  3.65778  2.51432
H  5.91226  4.02133  1.36925
H  5.61830  2.27467  1.16186
C  -6.68729  -1.30515  -6.28116
C  -5.48294  -0.85109  -7.07975
C  -5.67293  -0.96529  -8.56193
O  -4.33834  -1.08569  -9.02642
C  -3.63579  -1.67480  -8.01212
O  -2.50703  -2.11947  -8.12384
O  -4.36911  -1.70193  -6.85814
H  -6.99951  -2.31332  -6.57443
H  -6.44385  -1.35172  -5.21398
H  -7.53081  -0.62341  -6.42147
H  -5.19418  0.16477  -6.78388
H  -6.15938  -0.08534  -8.99246
H  -6.22296  -1.86286  -8.86350
C  -5.20542  6.71085  2.55179
C  -4.00107  7.16491  1.75320
C  -4.19106  7.05071  0.27102
O  -2.85648  6.93031  -0.19347
C  -2.15392  6.34120  0.82084
O  -1.02516  5.89653  0.70911
O  -2.88725  6.31407  1.97481
H  -5.51764  5.70268  2.25853
H  -4.96198  6.66428  3.61898
H  -6.04894  7.39259  2.41149
H  -3.71232  8.18077  2.04907
H  -4.67751  7.93066  -0.15951
H  -4.74109  6.15315  -0.03054
C  -1.12886  -1.78111  8.63072
C  -0.66536  -1.00430  9.84568
C  0.00230  0.29332  9.50453
O  0.83360  0.50810  10.63331
C  1.14180  -0.73250  11.11849
O  1.99761  -0.95073  11.95769
O  0.36534  -1.69488  10.53445
H  -0.31180  -1.92038  7.91455
H  -1.46344  -2.78304  8.92141
H  -1.95165  -1.26657  8.12647
H  -1.49909  -0.86143  10.54379
H  -0.71082  1.11352  9.38181
H  0.63941  0.23584  8.61578

Cartesian forces (eV/Å) of the 6 atoms listed first:
C 0.2931 0.6454 -0.5771
C -1.1444 -0.2868 0.1275
C 1.6672 0.3555 0.1870
C -1.1203 -0.8980 0.2777
C 0.8348 -0.2315 -0.8991
C -0.1739 0.4797 0.3494

Summary:
F_max: 8.45 eV Å⁻¹
Kohn-Sham gap: 6.71 eV
net charge: -1
calculated total energy: -3289.492618 Eh

Mulliken atomic charge list, values in e, 99 entries: number 1, C, carries -0.681; number 2, C, carries -0.192; number 3, C, carries -0.138; number 4, C, carries -0.600; number 5, C, carries -0.338; number 6, C, carries -0.728; number 7, C, carries -0.226; number 8, C, carries -0.681; number 9, In, carries 0.690; number 10, I, carries -0.483; number 11, C, carries -0.735; number 12, C, carries 0.153; number 13, C, carries -0.144; number 14, C, carries 0.313; number 15, O, carries -0.537; number 16, O, carries -0.367; number 17, C, carries -0.263; number 18, C, carries -0.547; number 19, C, carries -1.053; number 20, C, carries 0.507; number 21, C, carries -0.414; number 22, O, carries -0.477; number 23, H, carries 0.136; number 24, H, carries 0.274; number 25, H, carries 0.144; number 26, H, carries 0.361; number 27, H, carries 0.081; number 28, H, carries 0.401; number 29, H, carries -0.277; number 30, H, carries 0.197; number 31, H, carries 0.277; number 32, H, carries 0.295; number 33, H, carries 0.147; number 34, H, carries 0.293; number 35, H, carries 0.269; number 36, H, carries 0.202; number 37, H, carries 0.107; number 38, H, carries 0.259; number 39, H, carries 0.129; number 40, H, carries 0.065; number 41, H, carries 0.211; number 42, H, carries -0.158; number 43, H, carries 0.225; number 44, H, carries 0.012; number 45, H, carries 0.262; number 46, H, carries 0.260; number 47, H, carries 0.277; number 48, H, carries 0.207; number 49, H, carries 0.124; number 50, H, carries 0.290; number 51, H, carries 0.270; number 52, H, carries 0.239; number 53, H, carries 0.072; number 54, H, carries 0.162; number 55, H, carries 0.228; number 56, C, carries -1.358; number 57, C, carries 0.541; number 58, C, carries -0.495; number 59, O, carries -0.334; number 60, C, carries 0.628; number 61, O, carries -0.543; number 62, O, carries -0.278; number 63, H, carries 0.386; number 64, H, carries 0.256; number 65, H, carries 0.358; number 66, H, carries 0.204; number 67, H, carries 0.314; number 68, H, carries 0.311; number 69, C, carries -1.221; number 70, C, carries 0.517; number 71, C, carries -0.227; number 72, O, carries -0.349; number 73, C, carries 0.602; number 74, O, carries -0.578; number 75, O, carries -0.361; number 76, H, carries 0.254; number 77, H, carries 0.352; number 78, H, carries 0.325; number 79, H, carries 0.203; number 80, H, carries 0.293; number 81, H, carries 0.177; number 82, C, carries -1.512; number 83, C, carries 0.539; number 84, C, carries -0.556; number 85, O, carries -0.317; number 86, C, carries 0.557; number 87, O, carries -0.497; number 88, O, carries -0.244; number 89, H, carries 0.351; number 90, H, carries 0.364; number 91, H, carries 0.393; number 92, H, carries 0.264; number 93, H, carries 0.312; number 94, H, carries 0.300; number 95, C, carries -1.451; number 96, C, carries 0.493; number 97, C, carries -0.551; number 98, O, carries -0.332; number 99, C, carries 0.646